No. 1
ORCA calculation (ωB97M-V/def2-TZVPD) on a structure of composition ArH28O14 at a distorted geometry.

```
! wB97M-V def2-TZVPD RIJCOSX def2/J DEFGRID3
* xyz 0 1
Ar 0.13 -0.15 -0.10
O 3.47 0.39 0.78
H 4.40 0.15 0.80
H 3.41 1.10 0.14
O -0.69 -0.39 3.32
H -1.26 0.38 3.36
H 0.19 -0.05 3.50
O -0.09 -2.06 -2.87
H -0.80 -2.54 -3.32
H -0.30 -2.15 -1.94
O -1.80 2.39 -0.35
H -2.31 1.58 -0.23
H -2.46 3.07 -0.48
O 2.31 -2.24 1.77
H 2.25 -1.33 1.48
H 1.92 -2.24 2.64
O -1.65 2.12 -3.29
H -1.65 2.63 -2.49
H -0.73 1.86 -3.41
O 2.44 2.41 -1.69
H 1.96 1.73 -2.17
H 1.75 2.94 -1.28
O 1.24 -4.26 0.54
H 1.46 -3.49 1.08
H 0.47 -4.00 0.05
O -1.35 -3.03 -0.22
H -2.12 -3.56 -0.44
H -1.66 -2.44 0.46
O 1.82 0.85 3.37
H 2.29 0.75 2.54
H 2.39 1.43 3.89
O 0.78 0.48 -3.34
H 1.67 0.20 -3.55
H 0.29 -0.34 -3.24
O 0.42 4.16 -0.78
H 0.89 4.41 0.02
H -0.20 3.49 -0.49
O -2.67 -1.56 1.64
H -2.04 -1.24 2.28
H -3.42 -1.86 2.15
O -3.43 0.30 -0.37
H -3.07 -0.41 0.16
H -4.25 0.54 0.07
*
```

Values from the calculation:
orbital gap: 9.64 eV
relative energy (zero: lowest compared OMol25 entry of this formula, charge and spin): 22.1 kJ/mol

***

No. 2
ORCA calculation (ωB97M-V/def2-TZVPD) on a structure of composition ArH30O15 at a distorted geometry.

```
! wB97M-V def2-TZVPD RIJCOSX def2/J DEFGRID3
* xyz 0 1
Ar -0.15 0.11 -0.21
O 2.21 0.89 2.15
H 1.81 1.46 2.80
H 1.51 0.29 1.89
O -0.87 1.36 -3.58
H -1.31 1.27 -4.42
H -1.48 1.87 -3.04
O 2.28 -2.24 0.41
H 2.11 -2.46 -0.51
H 3.02 -2.80 0.66
O 3.41 1.77 -1.31
H 3.99 1.05 -1.07
H 2.91 1.44 -2.06
O 1.12 -3.12 -2.01
H 1.56 -3.83 -2.47
H 0.26 -3.48 -1.77
O -2.61 -2.78 1.64
H -2.65 -2.93 2.59
H -1.74 -3.11 1.39
O -2.22 -1.50 -2.15
H -1.47 -0.92 -2.27
H -2.92 -0.92 -1.86
O 1.62 3.19 0.34
H 2.07 2.76 -0.38
H 1.68 2.56 1.07
O -0.14 -3.61 1.34
H 0.44 -3.06 0.83
H 0.11 -3.45 2.25
O -1.42 1.54 2.42
H -2.01 0.78 2.43
H -1.26 1.73 3.34
O -2.03 3.01 -1.80
H -2.70 3.67 -1.98
H -1.67 3.25 -0.95
O -1.21 3.75 0.84
H -0.34 3.58 0.47
H -1.40 2.98 1.38
O 2.06 0.92 -3.38
H 2.19 -0.02 -3.54
H 1.12 1.05 -3.49
O -3.64 -0.09 1.32
H -4.20 0.10 2.07
H -3.36 -1.00 1.46
O 1.40 -1.81 3.08
H 1.95 -1.73 2.30
H 1.96 -1.52 3.80
*
```

Values from the calculation:
orbital gap: 10.38 eV
relative energy (zero: lowest compared OMol25 entry of this formula, charge and spin): 16.0 kJ/mol

***

No. 3
ORCA calculation (ωB97M-V/def2-TZVPD) on a structure of composition As2F12K at a distorted geometry.

```
! wB97M-V def2-TZVPD RIJCOSX def2/J DEFGRID3
* xyz 0 2
K 12.49 30.34 7.99
As 16.47 30.13 7.45
F 17.81 28.96 7.07
F 15.93 29.94 5.78
F 15.11 31.20 7.86
F 17.14 30.49 9.09
F 17.66 31.42 6.86
F 15.43 28.89 8.12
As 13.13 29.41 11.23
F 14.04 28.01 12.13
F 12.98 28.47 9.74
F 12.19 30.72 10.40
F 13.15 30.35 12.77
F 14.63 30.28 10.70
F 11.64 28.58 11.80
*
```

Values from the calculation:
orbital gap (alpha / beta): 9.98 / 2.78 eV

***

No. 4
ORCA calculation (ωB97M-V/def2-TZVPD) on a structure of composition AsBF10Sn at a distorted geometry.

```
! wB97M-V def2-TZVPD RIJCOSX def2/J DEFGRID3
* xyz -1 2
Sn 7.72 5.61 14.59
As 5.76 5.70 10.39
F 6.20 4.11 9.74
F 4.41 4.83 11.07
F 5.26 7.23 11.06
F 7.14 6.50 9.41
F 4.62 6.00 9.03
F 6.86 5.37 11.76
B 5.64 3.01 14.82
F 6.41 3.29 15.92
F 5.24 4.20 14.26
F 6.45 2.26 13.95
F 4.51 2.38 15.28
*
```

Values from the calculation:
orbital gap (alpha / beta): 6.28 / 9.40 eV

***

No. 5
ORCA calculation (ωB97M-V/def2-TZVPD) on a structure of composition AsF6H24O12 at a distorted geometry.

```
! wB97M-V def2-TZVPD RIJCOSX def2/J DEFGRID3
* xyz -1 1
As 0.60 0.34 0.17
F 1.20 -1.20 -0.20
F 2.00 0.78 1.03
F -0.07 1.90 0.48
F -0.87 -0.06 -0.62
F -0.07 -0.20 1.65
F 1.23 0.95 -1.31
O 1.57 -4.23 -0.18
H 1.73 -3.80 -1.03
H 0.80 -3.76 0.19
O -3.43 -0.64 2.06
H -3.06 -1.29 1.45
H -3.29 0.22 1.59
O -1.39 2.04 -2.73
H -0.90 1.22 -2.55
H -1.83 1.91 -3.58
O 1.77 4.15 0.33
H 1.18 3.86 1.04
H 2.61 3.73 0.54
O 2.70 -2.72 2.17
H 2.84 -3.61 1.83
H 1.75 -2.66 2.34
O 0.50 -1.35 -3.49
H 1.26 -1.55 -4.05
H 0.57 -0.41 -3.30
O -0.72 4.47 -1.43
H 0.07 4.26 -0.90
H -0.93 3.60 -1.86
O 1.45 2.28 3.56
H 1.44 1.74 2.74
H 0.53 2.56 3.67
O -3.04 -1.74 -1.67
H -3.00 -1.68 -2.63
H -2.62 -0.92 -1.36
O 3.79 -2.12 -0.70
H 3.07 -1.48 -0.51
H 3.70 -2.74 0.03
O -1.30 -2.78 2.17
H -1.06 -1.87 1.87
H -0.77 -2.89 2.97
O -3.50 1.64 0.32
H -2.58 1.98 0.28
H -3.95 2.10 -0.40
*
```

Values from the calculation:
orbital gap: 10.29 eV
relative energy (zero: lowest compared OMol25 entry of this formula, charge and spin): 59.2 kJ/mol

***

No. 6
ORCA calculation (ωB97M-V/def2-TZVPD) on a structure of composition AsF6H26O13 at a distorted geometry.

```
! wB97M-V def2-TZVPD RIJCOSX def2/J DEFGRID3
* xyz -1 1
As 0.08 -0.38 0.01
F 0.55 -1.05 1.68
F -1.54 0.11 0.71
F -0.23 0.43 -1.57
F 1.61 -0.90 -0.66
F -0.57 -1.95 -0.54
F 0.81 1.20 0.70
O 2.38 -1.26 -3.15
H 2.51 -2.19 -3.30
H 2.13 -1.19 -2.23
O 0.14 0.03 -4.77
H 0.36 -0.87 -5.00
H 0.63 0.20 -3.97
O -3.71 -1.68 -1.26
H -3.14 -0.95 -1.50
H -4.60 -1.37 -1.47
O 0.29 -1.65 4.35
H 0.31 -1.48 3.41
H 1.21 -1.64 4.61
O -3.83 -1.64 2.18
H -3.95 -2.59 2.23
H -3.43 -1.49 1.32
O -3.91 1.19 2.98
H -3.20 1.32 3.61
H -3.67 0.39 2.51
O 2.43 1.61 -2.13
H 2.10 1.10 -1.40
H 3.12 1.07 -2.51
O 1.55 -3.87 0.02
H 0.96 -4.60 0.15
H 0.99 -3.09 0.07
O -1.39 3.26 -0.30
H -1.80 2.62 -0.88
H -0.52 3.40 -0.68
O 1.11 3.75 -0.99
H 1.70 3.07 -1.33
H 1.26 3.75 -0.04
O 3.77 -3.06 -1.22
H 2.92 -3.40 -0.94
H 4.22 -2.83 -0.41
O -1.09 2.06 2.39
H -0.97 1.12 2.30
H -1.28 2.37 1.50
O 1.48 3.77 1.57
H 0.69 3.23 1.51
H 1.49 4.09 2.47
*
```

Values from the calculation:
orbital gap: 9.42 eV
relative energy (zero: lowest compared OMol25 entry of this formula, charge and spin): 125.0 kJ/mol

***

No. 7
ORCA calculation (ωB97M-V/def2-TZVPD) on a structure of composition AsF6H30O15 at a distorted geometry.

```
! wB97M-V def2-TZVPD RIJCOSX def2/J DEFGRID3
* xyz -1 1
As 10.24 -22.01 -24.16
F 9.21 -23.32 -23.42
F 9.53 -20.76 -22.99
F 11.28 -20.76 -25.03
F 10.89 -23.16 -25.41
F 8.89 -21.62 -25.29
F 11.58 -22.40 -23.06
O 4.52 -24.52 -24.12
H 5.26 -23.92 -24.15
H 4.03 -24.26 -23.34
O 8.37 -25.37 -19.06
H 8.85 -26.19 -19.09
H 8.24 -25.14 -19.98
O 9.33 -21.09 -17.79
H 9.16 -21.92 -18.24
H 10.28 -21.06 -17.69
O 16.71 -19.93 -22.88
H 16.09 -20.53 -22.48
H 17.53 -20.08 -22.41
O 4.97 -19.02 -23.64
H 4.51 -18.97 -22.81
H 5.90 -18.90 -23.42
O 14.56 -16.30 -26.34
H 14.28 -17.12 -25.95
H 15.39 -16.51 -26.77
O 15.60 -21.58 -27.51
H 16.37 -21.54 -26.94
H 14.93 -21.99 -26.96
O 12.63 -27.75 -26.32
H 12.16 -27.04 -25.87
H 13.47 -27.80 -25.88
O 6.82 -21.63 -30.97
H 6.78 -20.91 -30.34
H 6.42 -22.37 -30.51
O 5.77 -25.01 -28.30
H 6.12 -25.86 -28.57
H 5.57 -25.11 -27.37
O 10.72 -22.71 -30.48
H 10.67 -23.16 -29.64
H 9.82 -22.46 -30.68
O 14.05 -21.67 -17.60
H 14.27 -21.86 -16.69
H 14.60 -22.26 -18.11
O 12.03 -17.71 -29.32
H 11.19 -17.80 -28.87
H 12.51 -17.07 -28.80
O 9.93 -16.56 -19.63
H 9.11 -16.22 -19.26
H 9.67 -17.37 -20.07
O 4.16 -20.64 -27.45
H 4.16 -20.27 -26.56
H 4.81 -21.34 -27.41
*
```

Values from the calculation:
orbital gap: 10.89 eV
relative energy (zero: lowest compared OMol25 entry of this formula, charge and spin): 370.8 kJ/mol

***

No. 8
ORCA calculation (ωB97M-V/def2-TZVPD) on a structure of composition B2ClH8MgTi at a distorted geometry.

```
! wB97M-V def2-TZVPD RIJCOSX def2/J DEFGRID3
* xyz 0 4
Mg -17.08 6.05 -12.39
Ti -15.20 3.99 -16.10
Cl -16.11 4.31 -13.54
B -15.95 6.56 -10.62
H -16.67 7.31 -10.92
H -16.31 5.57 -10.86
H -15.02 6.82 -11.10
H -15.73 6.75 -9.58
B -17.03 7.70 -13.60
H -15.98 7.51 -13.44
H -17.52 6.78 -13.87
H -17.40 8.08 -12.66
H -17.14 8.35 -14.45
*
```

Values from the calculation:
orbital gap (alpha / beta): 6.60 / 7.88 eV
relative energy (zero: lowest compared OMol25 entry of this formula, charge and spin): 151.1 kJ/mol

***

No. 9
ORCA calculation (ωB97M-V/def2-TZVPD) on a structure of composition B2H32NiO12 at a distorted geometry.

```
! wB97M-V def2-TZVPD RIJCOSX def2/J DEFGRID3
* xyz 0 3
Ni -15.67 5.27 6.16
B -15.32 7.63 3.25
H -15.25 8.16 2.31
H -14.50 7.95 3.87
H -16.21 7.84 3.82
H -15.04 6.59 3.13
B -14.40 2.05 5.45
H -14.45 2.18 6.52
H -15.34 2.37 5.01
H -13.60 2.62 5.00
H -14.25 0.99 5.30
O -17.50 8.48 -1.04
H -16.88 8.31 -0.33
H -18.26 7.94 -0.83
O -11.48 8.51 1.09
H -12.36 8.39 1.44
H -11.02 7.70 1.30
O -17.61 13.47 1.59
H -16.74 13.35 1.21
H -18.00 14.18 1.09
O -19.38 4.51 5.43
H -19.85 3.76 5.07
H -19.97 5.25 5.30
O -20.89 9.12 6.43
H -21.82 9.35 6.41
H -20.46 9.79 5.90
O -18.65 3.48 0.44
H -17.76 3.80 0.28
H -19.11 4.25 0.79
O -12.41 6.05 7.95
H -12.10 6.96 7.90
H -11.80 5.61 8.53
O -10.74 10.32 5.55
H -11.66 10.56 5.48
H -10.53 9.96 4.69
O -14.98 12.15 4.90
H -15.32 11.32 4.55
H -15.23 12.80 4.25
O -11.35 2.12 1.15
H -11.91 2.05 1.93
H -10.66 2.74 1.42
O -14.19 8.06 -4.18
H -15.05 8.01 -4.60
H -14.35 8.54 -3.37
O -16.52 8.93 8.43
H -17.41 9.29 8.51
H -16.01 9.44 9.06
*
```

Values from the calculation:
orbital gap (alpha / beta): 6.97 / 3.99 eV
relative energy (zero: lowest compared OMol25 entry of this formula, charge and spin): 842.5 kJ/mol

***

No. 10
ORCA calculation (ωB97M-V/def2-TZVPD) on a structure of composition B3F12Sn at a distorted geometry.

```
! wB97M-V def2-TZVPD RIJCOSX def2/J DEFGRID3
* xyz -1 1
Sn 1.44 1.02 0.22
B -0.76 -0.14 -2.18
F -2.01 0.41 -2.48
F 0.28 0.75 -2.39
F -0.82 -0.54 -0.86
F -0.61 -1.30 -2.99
B 1.99 -2.32 0.60
F 1.52 -3.61 0.30
F 0.91 -1.57 1.10
F 2.83 -2.47 1.73
F 2.64 -1.54 -0.38
B -1.49 2.25 1.48
F -1.29 0.89 1.19
F -2.81 2.63 1.30
F -1.13 2.60 2.79
F -0.68 2.95 0.57
*
```

Values from the calculation:
orbital gap: 8.09 eV
relative energy (zero: lowest compared OMol25 entry of this formula, charge and spin): 165.9 kJ/mol

***

No. 11
ORCA calculation (ωB97M-V/def2-TZVPD) on a structure of composition B4CsF12H4 at a distorted geometry.

```
! wB97M-V def2-TZVPD RIJCOSX def2/J DEFGRID3
* xyz -3 1
Cs -0.49 -0.41 0.37
B -1.40 -2.97 -1.89
H -0.42 -2.72 -1.33
H -1.22 -3.96 -2.50
H -2.28 -3.23 -1.16
H -1.64 -2.10 -2.63
B -3.31 0.84 2.06
F -3.33 0.74 0.66
F -4.20 1.84 2.45
F -3.78 -0.41 2.60
F -1.99 1.03 2.43
B 2.65 1.15 2.03
F 2.73 0.81 3.38
F 2.31 0.13 1.15
F 1.71 2.19 1.78
F 3.92 1.68 1.63
B 2.14 1.08 -2.18
F 3.05 -0.01 -2.39
F 2.17 1.85 -3.38
F 0.82 0.63 -1.97
F 2.59 1.84 -1.11
*
```

Values from the calculation:
orbital gap: 7.15 eV
relative energy (zero: lowest compared OMol25 entry of this formula, charge and spin): 0.0 kJ/mol

***

No. 12
ORCA calculation (ωB97M-V/def2-TZVPD) on a structure of composition B6CrF24 at a distorted geometry.

```
! wB97M-V def2-TZVPD RIJCOSX def2/J DEFGRID3
* xyz -4 5
Cr 0.26 -0.17 -0.14
B -1.13 2.13 -1.25
F -0.16 2.85 -1.95
F -0.97 2.30 0.12
F -2.32 2.61 -1.64
F -0.95 0.84 -1.59
B -0.66 -2.31 -2.38
F -0.67 -1.65 -1.20
F -1.65 -3.22 -2.37
F -0.86 -1.29 -3.30
F 0.59 -2.96 -2.54
B 1.61 -2.22 1.11
F 1.73 -3.52 0.92
F 2.44 -1.62 2.07
F 1.71 -1.53 0.02
F 0.39 -1.84 1.33
B 0.61 1.82 2.70
F 0.20 0.86 1.67
F 1.46 2.72 2.11
F -0.51 2.46 3.09
F 1.18 1.14 3.83
B -2.87 -0.17 1.23
F -2.77 1.08 1.77
F -2.98 -1.19 2.18
F -3.79 -0.24 0.15
F -1.60 -0.34 0.63
B 2.37 0.69 -1.36
F 1.41 -0.16 -1.76
F 2.40 1.95 -1.84
F 2.00 0.91 -0.05
F 3.53 0.07 -1.56
*
```

Values from the calculation:
orbital gap (alpha / beta): 4.29 / 9.09 eV